Here is a structure of composition C32H60N6O14SZn in a non-equilibrium geometry from the OMol25 dataset. Energies are from ωB97M-V/def2-TZVPD.

The calculation puts the frontier orbital gap at 3.038 eV. The total energy is -131009.1698 eV. As for the HOMO energy: -5.8095 eV.

CARTESIAN COORDINATES (ANGSTROEM)
1 C 14.868 -4.157 2.056
2 N 15.372 -4.743 0.754
3 C 16.250 -5.742 0.875
4 C 16.786 -6.337 -0.298
5 C 16.336 -5.837 -1.580
6 C 15.372 -4.866 -1.624
7 C 14.788 -4.361 -0.467
8 C 16.834 -6.383 -2.860
9 C 16.767 -7.758 -3.059
10 C 16.993 -8.292 -4.359
11 N 17.264 -7.464 -5.395
12 C 17.394 -6.149 -5.224
13 C 17.294 -5.511 -3.906
14 C 17.566 -7.865 -6.794
15 H 14.714 -3.084 1.946
16 H 15.633 -4.192 2.832
17 H 13.946 -4.622 2.404
18 H 16.684 -6.039 1.819
19 H 17.422 -7.210 -0.296
20 H 15.167 -4.393 -2.573
21 H 14.056 -3.580 -0.326
22 H 16.305 -8.358 -2.289
23 H 16.835 -9.342 -4.555
24 H 17.781 -5.586 -6.060
25 H 17.457 -4.452 -3.774
26 H 18.152 -7.207 -7.435
27 H 16.624 -7.958 -7.336
28 H 17.959 -8.882 -6.779
29 Zn 16.136 -0.336 0.651
30 C 12.285 -0.884 2.052
31 C 13.718 -0.724 1.481
32 O 14.537 0.036 1.995
33 O 14.136 -1.181 0.390
34 H 11.682 0.024 2.018
35 H 12.371 -1.240 3.079
36 H 11.659 -1.662 1.615
37 C 19.037 -2.095 2.735
38 C 17.901 -1.459 1.919
39 O 17.851 -0.292 1.647
40 O 16.905 -2.043 1.485
41 H 18.638 -2.558 3.637
42 H 19.675 -1.241 2.965
43 H 19.588 -2.801 2.113
44 S 17.084 -1.111 -2.527
45 O 17.541 -2.528 -2.755
46 O 16.198 -0.797 -3.616
47 O 16.581 -0.847 -1.155
48 O 18.358 -0.453 -2.709
49 O 15.983 2.304 6.356
50 C 15.827 1.664 5.346
51 N 14.829 2.059 4.600
52 C 16.447 0.329 4.997
53 H 14.477 2.965 4.876
54 H 14.541 1.514 3.800
55 H 16.137 -0.287 5.841
56 H 17.531 0.289 4.895
57 H 15.965 -0.163 4.152
58 O 13.793 3.363 -3.591
59 C 14.030 2.162 -3.488
60 N 15.206 1.748 -3.272
61 C 12.948 1.113 -3.329
62 H 15.523 0.789 -3.295
63 H 15.908 2.458 -3.121
64 H 12.052 1.171 -3.947
65 H 12.663 1.122 -2.277
66 H 13.290 0.079 -3.384
67 C 19.519 -4.380 -1.073
68 O 19.973 -3.051 -1.286
69 C 21.367 -2.899 -1.248
70 C 21.757 -1.494 -1.549
71 N 21.274 -1.039 -2.839
72 C 21.345 0.426 -3.012
73 C 22.485 1.173 -2.389
74 O 22.805 2.422 -3.039
75 C 23.466 3.377 -2.226
76 H 19.435 -4.919 -2.017
77 H 18.502 -4.172 -0.741
78 H 20.045 -4.964 -0.318
79 H 22.050 -3.478 -1.871
80 H 21.672 -3.173 -0.238
81 H 22.846 -1.451 -1.565
82 H 21.422 -0.799 -0.779
83 H 21.905 -1.339 -3.568
84 H 20.429 0.926 -2.697
85 H 21.330 0.731 -4.058
86 H 23.340 0.516 -2.551
87 H 22.301 1.161 -1.314
88 H 22.886 3.305 -1.307
89 H 23.357 4.412 -2.549
90 H 24.428 3.093 -1.799
91 C 17.352 4.290 -3.309
92 O 17.457 3.183 -2.450
93 C 17.779 3.528 -1.127
94 C 17.490 2.192 -0.243
95 N 16.095 1.597 -0.313
96 C 15.090 2.691 0.017
97 C 15.306 3.663 1.273
98 O 16.321 4.681 1.135
99 C 16.100 5.894 1.997
100 H 17.501 4.059 -4.364
101 H 18.154 5.001 -3.110
102 H 16.346 4.708 -3.333
103 H 16.973 4.249 -0.993
104 H 18.752 4.016 -1.073
105 H 17.806 2.321 0.792
106 H 18.162 1.393 -0.558
107 H 16.075 1.496 -1.317
108 H 14.078 2.291 0.062
109 H 14.936 3.306 -0.870
110 H 15.438 3.050 2.165
111 H 14.370 4.221 1.315
112 H 16.795 6.616 1.569
113 H 16.545 5.642 2.960
114 H 15.091 6.303 2.052